Entry 1:
DFT (ωB97M-V with the def2-TZVPD basis set) results for a molecular structure, C31H57CrN2OP2S.

Output
HOMO-LUMO gap (alpha / beta): 6.8934 / 5.5680 eV
molecular weight: 619.8 g/mol

ORCA input file:
```
! RIJCOSX wB97M-V def2-TZVPD def2/J DEFGRID3
* xyz 1 5
C -0.6754 -2.3205 -1.3287
C 1.5055 -2.2577 -0.4337
C -0.4020 -3.5025 -2.0099
C 1.7570 -3.5406 -0.9761
C 0.8169 -4.1480 -1.7825
H -1.1684 -3.9115 -2.6583
H 2.7367 -3.9709 -0.7897
H 1.0223 -5.1042 -2.2581
N 0.2404 -1.7242 -0.5499
P -2.4061 -0.7286 0.1298
P 2.4194 0.2602 0.4927
C -2.0383 -1.6493 -1.4332
H -2.0417 -0.9504 -2.2855
H -2.8100 -2.4008 -1.6483
C -0.0251 1.6127 1.4831
O 0.0830 2.5858 2.1389
C 2.5200 -1.4714 0.1659
H 3.4866 -1.9682 0.2827
C 3.3149 1.0293 -1.0360
C 3.5471 0.5336 2.0301
C -3.6743 0.6177 -0.2744
C -3.1261 -2.1093 1.2055
C 2.8709 2.4942 -1.1146
H 3.0891 3.0575 -0.1989
H 3.3921 2.9895 -1.9500
H 1.7913 2.5581 -1.2989
C 4.8450 0.9261 -0.9826
H 5.2952 1.5012 -0.1664
H 5.1731 -0.1192 -0.9281
H 5.2452 1.3396 -1.9222
C 2.8641 0.2669 -2.2860
H 3.3743 0.6824 -3.1689
H 3.1126 -0.7976 -2.2186
H 1.7831 0.3584 -2.4464
C 3.8452 2.0358 2.1670
H 2.9201 2.6270 2.1896
H 4.3669 2.2023 3.1217
H 4.4927 2.4262 1.3744
C 2.7984 0.0772 3.2834
H 1.9045 0.6805 3.4772
H 2.4981 -0.9755 3.2224
H 3.4583 0.1820 4.1586
C 4.8400 -0.2917 1.9846
H 5.5029 -0.0400 1.1543
H 5.3994 -0.0899 2.9110
H 4.6289 -1.3657 1.9539
C -3.4328 -1.4931 2.5769
H -3.8711 -2.2672 3.2250
H -2.4970 -1.1408 3.0517
H -4.1296 -0.6479 2.5280
C -2.0591 -3.2023 1.3741
H -1.8759 -3.7553 0.4448
H -1.1089 -2.7794 1.7241
H -2.3974 -3.9160 2.1404
C -4.3800 -2.7625 0.5966
H -4.5450 -3.7248 1.1058
H -5.2825 -2.1628 0.7495
H -4.2730 -2.9776 -0.4737
C -3.6516 0.8790 -1.7820
H -4.0122 0.0189 -2.3622
H -4.3168 1.7271 -2.0054
H -2.6462 1.1430 -2.1223
C -3.2242 1.8852 0.4722
H -2.2457 2.2388 0.1250
H -3.9616 2.6784 0.2841
H -3.1612 1.7235 1.5571
C -5.1162 0.2778 0.1223
H -5.5086 -0.5689 -0.4533
H -5.2356 0.0882 1.1943
H -5.7412 1.1505 -0.1222
Cr -0.1292 0.0461 0.4547
N -0.4229 1.0013 -1.2186
C -0.1108 1.5527 -2.2071
C -0.2312 2.4945 -3.3903
C 0.8676 2.1704 -4.3992
C -1.5876 2.3225 -4.0737
C -0.0952 3.9356 -2.8992
H 1.8637 2.3157 -3.9620
H 0.7849 1.1265 -4.7257
H 0.7780 2.8187 -5.2809
H -2.3981 2.6852 -3.4309
H -1.6243 2.9213 -4.9943
H -1.7646 1.2749 -4.3472
H -0.1557 4.6301 -3.7482
H -0.9120 4.1826 -2.2080
H 0.8592 4.1062 -2.3888
C 0.2117 -2.3698 3.9378
S -0.2542 -0.8422 3.0678
C -0.5717 0.2479 4.4800
H 0.6629 -3.0638 3.2210
H -0.6899 -2.8126 4.3739
H 0.9348 -2.1229 4.7215
H -1.6301 0.1471 4.7586
H 0.0676 -0.0715 5.3145
H -0.3526 1.2852 4.2122
*
```

=====

Entry 2:
DFT (ωB97M-V with the def2-TZVPD basis set) results for 11 unconnected molecules or ions with the total composition C43H105N3O11.

Output
SMILES string: CC1(C)CCCC(C)(C)N1O.CC1(C)CCCC(C)(C)N1O.CC1(C)CCCC(C)(C)N1O.CCO.CCO.CCO.CCO.CCO.CCO.CCO.CCO
HOMO-LUMO gap: 7.8291 eV
molecular weight: 840.3 g/mol

ORCA input file:
```
! RIJCOSX wB97M-V def2-TZVPD def2/J DEFGRID3
* xyz 0 1
C -2.0058 -2.8896 2.4270
C -1.8022 -4.3469 1.8194
C -0.4925 -5.0152 2.4112
C -3.0574 -5.1009 2.3759
C -3.3483 -6.4031 1.7016
C -3.3817 -6.1874 0.2051
C -2.1012 -5.5591 -0.4564
C -0.9650 -6.6327 -0.4585
C -2.4037 -5.2143 -1.9246
N -1.8222 -4.3476 0.3371
O -0.8268 -3.5613 -0.1370
H -2.1174 -2.8773 3.5113
H -1.1715 -2.2336 2.1789
H -2.9488 -2.5774 1.9783
H -0.4572 -6.0758 2.1621
H 0.3401 -4.5763 1.8615
H -0.4374 -4.7524 3.4676
H -2.8212 -5.3484 3.4108
H -3.9724 -4.5087 2.3812
H -2.5313 -7.0853 1.9363
H -4.2709 -6.9254 1.9550
H -4.2019 -5.4948 0.0166
H -3.5892 -7.1194 -0.3207
H -1.1271 -7.2430 -1.3469
H -0.9634 -7.3162 0.3906
H 0.0176 -6.1702 -0.5513
H -3.0526 -5.9217 -2.4410
H -1.4534 -4.9891 -2.4087
H -2.9404 -4.2687 -1.8478
H -1.2880 -2.8019 -0.5004
C 4.7540 -1.6055 4.4037
C 5.3609 -1.8688 3.0343
C 6.8973 -1.5506 2.9521
C 5.2563 -3.4170 2.7058
C 3.8886 -3.8838 2.3269
C 3.3979 -3.1186 1.0770
C 3.3304 -1.5462 1.3549
C 3.2900 -0.9827 -0.0466
C 2.1384 -1.2006 2.1856
N 4.6275 -1.1161 1.9876
O 4.7928 0.2664 2.0195
H 3.6920 -1.8163 4.5296
H 5.1709 -2.0026 5.3292
H 4.8308 -0.5259 4.5332
H 7.2314 -0.5132 2.9620
H 7.4852 -2.0982 3.6887
H 7.3212 -1.7637 1.9708
H 5.9037 -3.7386 1.8900
H 5.5310 -3.9688 3.6047
H 3.8566 -4.9506 2.1059
H 3.2583 -4.0183 3.2059
H 2.3757 -3.4005 0.8247
H 4.0131 -3.2659 0.1893
H 4.1598 -1.1972 -0.6675
H 3.1692 0.0976 0.0340
H 2.3905 -1.3699 -0.5251
H 2.0932 -1.8026 3.0931
H 1.2466 -1.3390 1.5743
H 2.1438 -0.1810 2.5709
H 5.3921 0.4012 1.2817
C 4.3456 6.6392 1.8489
C 3.3945 5.8964 0.8480
C 1.9154 5.8388 1.3963
C 3.3571 6.7937 -0.4408
C 2.6449 6.0693 -1.6256
C 3.2627 4.6562 -1.8729
C 3.4925 3.7330 -0.6192
C 2.1254 3.0888 -0.2772
C 4.5279 2.7087 -1.0079
N 3.9876 4.5355 0.4706
O 4.3374 3.7823 1.6310
H 4.2374 6.1407 2.8122
H 5.3672 6.4443 1.5225
H 4.1460 7.6899 2.0592
H 1.2092 5.5419 0.6209
H 1.8103 5.0155 2.1028
H 1.6015 6.7965 1.8115
H 2.6890 7.5873 -0.1062
H 4.3232 7.2659 -0.6189
H 1.5785 6.0274 -1.4039
H 2.8342 6.6422 -2.5334
H 4.0917 4.7045 -2.5791
H 2.4840 4.1381 -2.4326
H 2.0224 2.2160 -0.9219
H 1.2534 3.7256 -0.4264
H 2.0500 2.6581 0.7212
H 4.7098 2.0139 -0.1881
H 5.4988 3.1336 -1.2626
H 4.0958 2.1118 -1.8111
H 5.2508 3.5636 1.4324
C -5.2265 2.2512 1.3665
C -6.6540 1.6826 1.0621
O -6.5623 1.3301 -0.2876
H -4.5342 1.4289 1.5470
H -5.2585 2.8174 2.2974
H -4.8576 2.8834 0.5588
H -7.3993 2.4355 1.3187
H -6.7853 0.7737 1.6493
H -7.4719 1.2507 -0.5840
C 3.2761 0.3180 -4.3367
C 1.9348 -0.2355 -3.8726
O 1.6931 -1.4821 -4.3778
H 3.2914 0.5560 -5.4003
H 4.0982 -0.3498 -4.0794
H 3.4979 1.2384 -3.7965
H 1.1888 0.3862 -4.3677
H 1.8805 -0.2095 -2.7843
H 0.7839 -1.7014 -4.1613
C -1.3833 2.2143 -5.4121
C -2.1620 2.4841 -4.0857
O -3.2877 3.2890 -4.3577
H -1.9885 1.7047 -6.1618
H -0.4684 1.6462 -5.2438
H -1.1136 3.1628 -5.8767
H -1.4959 2.9786 -3.3787
H -2.5279 1.5761 -3.6063
H -3.9993 3.1744 -3.7236
C -2.0148 3.9239 -0.6014
C -2.0716 5.2709 0.0777
O -1.4031 5.1701 1.3299
H -0.9773 3.5926 -0.6443
H -2.4349 4.0117 -1.6033
H -2.6848 3.2531 -0.0635
H -3.1139 5.5003 0.2993
H -1.7088 6.0862 -0.5482
H -1.5785 5.9574 1.8505
C -1.2963 0.7841 3.1786
C -1.4302 2.2707 3.0823
O -0.2553 2.9251 2.7267
H -0.7807 0.6072 4.1225
H -0.6092 0.3924 2.4285
H -2.2715 0.2976 3.1946
H -1.8831 2.7274 3.9623
H -2.2267 2.3508 2.3424
H -0.5560 3.6525 2.1770
C -7.1688 -2.0827 0.6113
C -5.6706 -1.8955 0.8827
O -5.0780 -1.0136 -0.0612
H -7.7316 -1.1715 0.8141
H -7.6184 -2.8537 1.2370
H -7.4517 -2.3136 -0.4157
H -5.2069 -2.8693 0.7250
H -5.4278 -1.5810 1.8977
H -5.5921 -0.2091 -0.1612
C -0.5120 0.0963 -0.5686
C -2.0612 0.0305 -0.6490
O -2.4602 -1.2683 -1.0902
H -0.1164 1.0450 -0.2057
H 0.0289 -0.1319 -1.4870
H -0.2198 -0.6149 0.2039
H -2.5310 0.7937 -1.2695
H -2.4421 0.0971 0.3701
H -3.3965 -1.3980 -0.9230
C -1.4291 -1.6275 -6.1775
C -1.9670 -1.9061 -4.7794
O -1.1204 -1.2762 -3.8076
H -1.3529 -0.5617 -6.3931
H -2.0539 -2.0190 -6.9803
H -0.3989 -1.9797 -6.2305
H -2.2088 -2.9495 -4.5770
H -2.8910 -1.3365 -4.6803
H -1.5442 -1.5194 -2.9812
*
```

=====

Entry 3:
DFT (ωB97M-V with the def2-TZVPD basis set) results for a molecular structure, C37H90N6O5Zr.

Output
HOMO-LUMO gap (alpha / beta): 5.5297 / 1.8695 eV
molecular weight: 790.4 g/mol

ORCA input file:
```
! RIJCOSX wB97M-V def2-TZVPD def2/J DEFGRID3
* xyz 3 2
C -12.3731 9.3776 16.7742
C -12.5298 10.4043 15.6142
N -13.1860 11.6329 16.1628
C -13.9036 12.5088 15.3519
C -14.4962 13.4117 16.2664
N -14.1946 13.1329 17.5917
C -13.4358 11.9843 17.5126
C -14.7007 13.8170 18.7355
H -11.8619 9.8031 17.6378
H -11.9176 8.5250 16.2706
H -13.3431 9.1532 17.2179
H -13.1161 9.9531 14.8137
H -11.5761 10.6929 15.1723
H -13.7250 12.3959 14.2928
H -15.0873 14.3134 16.2024
H -12.9439 11.4718 18.3261
H -14.3047 14.8261 18.8492
H -14.2405 13.3473 19.6047
H -15.7868 13.8664 18.6579
Zr -10.3663 11.1012 21.7798
C -10.2322 6.6708 20.5704
C -11.0829 7.9672 20.3003
C -12.5775 7.5788 20.2755
O -10.7011 8.9891 21.1721
H -9.1658 6.8894 20.6257
H -10.5293 5.8752 19.8872
H -10.5504 6.2829 21.5381
H -10.8962 8.3618 19.3015
H -13.1370 8.4793 20.0221
H -12.9234 7.1622 21.2215
H -12.8666 6.8514 19.5168
C -7.8763 4.7744 25.8277
C -7.8590 4.8334 24.2413
C -7.6668 3.5072 23.5135
C -8.0017 3.6558 21.9952
C -7.6029 2.3946 21.1684
C -8.2735 1.1574 21.7273
H -8.7143 4.1828 26.1962
H -7.9253 5.8024 26.1868
H -7.0003 4.2534 26.2141
H -8.8105 5.2762 23.9470
H -7.0050 5.4686 24.0064
H -8.2616 2.7420 24.0122
H -6.6357 3.1738 23.6307
H -9.0631 3.8295 21.8178
H -7.3676 4.4553 21.6122
H -8.0165 2.5072 20.1662
H -6.5371 2.2567 20.9866
H -7.8783 0.8391 22.6920
H -9.3539 1.2448 21.8426
H -8.1916 0.2990 21.0606
C -11.6945 4.4341 16.6116
C -12.8769 4.2282 15.7408
C -14.0463 3.3774 16.3681
C -15.1172 2.9118 15.4012
C -14.9124 1.5879 14.7155
C -16.0698 1.2398 13.8359
H -11.7834 5.0194 17.5268
H -10.9756 4.8878 15.9294
H -11.1668 3.5086 16.8418
H -13.3045 5.1546 15.3574
H -12.4627 3.6647 14.9047
H -14.4706 3.9069 17.2212
H -13.7163 2.4450 16.8262
H -16.0369 2.6864 15.9410
H -15.1648 3.7224 14.6740
H -14.0500 1.5434 14.0505
H -14.8076 0.8235 15.4854
H -16.1764 1.9709 13.0345
H -15.7359 0.3215 13.3530
H -16.9934 1.0846 14.3936
C -11.9437 5.5303 24.2008
C -11.6357 6.7924 24.8476
C -11.2568 6.5226 26.3025
O -12.2683 5.7725 26.9247
C -12.2481 5.7794 28.3371
N -10.5869 7.3914 24.0902
H -11.0408 4.9276 24.2982
H -12.0473 5.6171 23.1192
H -12.8034 4.9472 24.5309
H -12.4861 7.4722 24.7948
H -11.0618 7.4169 26.8943
H -10.3912 5.8683 26.4060
H -12.5090 4.8415 28.8273
H -12.6420 6.6835 28.8015
H -11.1868 5.8283 28.5804
H -9.6745 6.9592 24.1178
H -10.9920 7.1359 23.2010
C -6.9468 5.4381 18.4814
C -6.6430 6.8708 18.6472
C -7.6274 7.8103 18.0287
O -7.6132 7.6025 16.6013
C -8.9026 7.4925 16.0875
N -6.5689 7.0511 20.1116
H -7.1799 5.2034 17.4428
H -7.7730 4.9610 19.0086
H -6.1235 4.8032 18.8089
H -5.7370 7.0817 18.0790
H -7.6454 8.8442 18.3734
H -8.6399 7.6432 18.3960
H -9.5314 8.3770 16.1905
H -9.4159 6.6564 16.5623
H -9.0211 7.2581 15.0296
H -7.4944 7.0735 20.5155
H -6.1253 7.9356 20.3142
C -9.9098 11.1819 25.8591
C -8.8553 10.8002 24.7936
C -7.8956 9.8323 25.4628
O -6.7961 9.4968 24.6344
C -5.7901 8.7473 25.2159
N -9.4824 10.0891 23.6537
H -10.5422 11.9715 25.4533
H -9.4877 11.6191 26.7640
H -10.5408 10.3294 26.1106
H -8.2847 11.6098 24.3385
H -8.4254 8.9206 25.7387
H -7.3717 10.4052 26.2280
H -6.0008 7.7006 25.4355
H -5.3119 9.2265 26.0702
H -4.9404 8.6072 24.5476
H -9.9411 9.2395 23.9502
H -8.6560 9.6021 23.3375
C -18.7318 12.8229 18.2672
C -18.4521 11.3242 18.0765
C -17.7731 10.7363 19.3647
O -16.3551 11.0612 19.3406
C -15.4282 10.1331 19.8885
N -19.7487 10.6702 17.9110
H -17.8205 13.3455 18.5578
H -19.4510 13.0413 19.0566
H -19.1273 13.1897 17.3200
H -17.7202 11.1654 17.2845
H -17.9144 9.6562 19.3253
H -18.2455 11.2723 20.1879
H -14.5496 10.7350 19.6560
H -15.6107 9.2319 19.3032
H -15.5379 10.0432 20.9692
H -20.3521 11.1449 18.5672
H -20.1823 10.7998 17.0081
*
```